A:
A single C2H2N2O3 molecule. Source: OMol25; level of theory: wB97M-V/def2-TZVPD.

Last column: natural (NBO) charge in e.
Positions of all 9 atoms, in Å:
C: 0.99 0.22 -0.09  0.510
C: -0.22 1.10 -0.08  0.632
H: 1.07 -1.40 -0.54  0.428
H: -1.68 -1.11 0.71  0.374
N: 0.44 -0.99 0.22  -0.453
N: -1.03 -0.98 -0.04  -0.168
O: 2.22 0.49 -0.06  -0.508
O: -1.37 0.38 -0.25  -0.329
O: -0.42 2.29 0.14  -0.484

Computed properties:
Kohn-Sham gap = 9.619 eV
SMILES = O=c1[nH][nH]oc1=O
HOMO = -10.44 eV

B:
A single C2H2N2O3 molecule. Source: OMol25; level of theory: wB97M-V/def2-TZVPD.

Last column: natural (NBO) charge in e.
Positions of all 9 atoms, in Å:
C: -0.73 -0.88 -0.11  -0.223
C: 0.50 -0.07 0.08  0.579
N: 0.18 1.22 0.12  -0.206
N: -1.89 -0.43 0.04  0.299
O: -3.05 -0.36 0.08  -0.223
O: 1.63 -0.46 0.10  -0.539
O: -1.06 1.55 -0.04  -0.303
H: -0.37 -1.88 0.10  0.230
H: 0.83 1.94 0.61  0.387

Computed properties:
Kohn-Sham gap (spin up / spin down) = 6.836 / 9.697 eV
HOMO (spin up / spin down) = -8.47 / -9.93 eV

C:
A single C2H2N2O3 molecule. Source: OMol25; level of theory: wB97M-V/def2-TZVPD.

Last column: natural (NBO) charge in e.
Positions of all 9 atoms, in Å:
C: 0.74 -0.72 1.65  0.505
C: -0.67 0.23 -1.74  0.518
N: 0.38 -0.61 0.24  -0.333
N: -0.10 0.46 -0.22  0.291
O: -0.29 1.58 0.23  -0.392
O: -0.15 -1.10 2.39  -0.478
O: -1.60 0.85 -2.06  -0.418
H: 1.71 -0.40 1.94  0.144
H: -0.02 -0.29 -2.43  0.164

Computed properties:
Kohn-Sham gap = 10.040 eV
HOMO = -10.54 eV

D:
A 2-piece molecular cluster, C2H2N2O3 overall. Source: OMol25; level of theory: wB97M-V/def2-TZVPD.

Last column: natural (NBO) charge in e.
Positions of all 9 atoms, in Å:
C: 0.11 -2.03 1.16  0.546
C: -0.55 1.46 -0.64  0.635
N: 0.82 -0.93 1.26  -0.193
N: 0.78 0.21 1.36  0.066
O: 0.20 -3.20 0.99  -0.448
O: -0.53 0.75 -1.73  -0.665
O: 0.45 1.85 -0.09  -0.555
H: 0.27 0.65 -2.11  0.487
H: -1.53 1.24 -0.19  0.127

Computed properties:
Kohn-Sham gap (spin up / spin down) = 7.472 / 7.471 eV
HOMO (spin up / spin down) = -8.44 / -8.44 eV

It is B that is the least stable of them.

A:
An isolated ion of composition C9H10N3 and charge +1. Source: OMol25; level of theory: wB97M-V/def2-TZVPD.

Last column: natural (NBO) charge in e.
Positions of all 22 atoms, in Å:
C: 1.98 -2.83 -0.44  0.228
C: -0.15 0.04 0.19  -0.056
C: 1.02 -0.25 -0.59  0.346
C: -0.74 -0.96 1.02  0.363
C: 0.90 -2.43 0.38  0.440
C: 3.40 -3.36 -0.27  -0.111
C: -0.81 1.38 -0.02  -0.670
C: 1.81 0.64 -1.47  -0.629
C: -1.96 -0.76 1.85  -0.654
N: 1.40 -1.53 -0.58  -0.296
N: -0.10 -2.17 1.12  -0.431
N: 4.32 -2.59 -0.35  -0.097
H: 3.56 -4.48 0.06  0.274
H: -1.87 1.11 -0.05  0.244
H: -0.37 2.09 0.75  0.265
H: -0.50 2.01 -0.89  0.257
H: 1.01 0.83 -2.26  0.259
H: 2.03 1.45 -0.95  0.240
H: 2.67 0.18 -1.68  0.245
H: -2.58 -0.16 1.22  0.244
H: -2.20 -1.73 2.16  0.265
H: -1.54 -0.16 2.82  0.274

Computed properties:
Kohn-Sham gap (spin up / spin down) = 7.807 / 7.890 eV
total charge = +1
HOMO (spin up / spin down) = -13.92 / -12.83 eV

B:
An isolated ion of composition C9H10N3 and charge +1. Source: OMol25; level of theory: wB97M-V/def2-TZVPD.

Last column: natural (NBO) charge in e.
Positions of all 22 atoms, in Å:
C: 4.00 0.16 0.08  0.086
C: -1.00 -0.04 -0.25  0.217
C: -0.62 -1.39 0.03  0.240
C: -0.02 0.91 0.03  0.224
C: 1.64 -0.79 0.02  0.383
C: 4.84 1.12 -0.01  -0.149
C: -2.38 0.33 -0.56  -0.698
C: -1.52 -2.56 0.38  -0.655
C: -0.35 2.28 0.08  -0.679
N: 0.65 -1.70 0.11  -0.300
N: 1.26 0.48 0.11  -0.300
N: 2.85 -1.20 -0.17  -0.026
H: 5.65 1.75 0.04  0.257
H: -2.57 0.03 -1.58  0.293
H: -3.04 -0.37 0.03  0.282
H: -2.57 1.39 -0.30  0.259
H: -2.53 -2.24 0.54  0.221
H: -1.77 -3.17 -0.61  0.274
H: -1.31 -3.00 1.29  0.266
H: 0.58 2.99 0.11  0.288
H: -1.11 2.57 -0.55  0.245
H: -0.69 2.43 1.16  0.273

Computed properties:
Kohn-Sham gap (spin up / spin down) = 6.154 / 5.871 eV
total charge = +1
HOMO (spin up / spin down) = -13.95 / -13.94 eV

It is B that is the least stable of them.

A:
A 2-piece molecular cluster, C6H12O2 overall. Source: OMol25; level of theory: wB97M-V/def2-TZVPD.

Last column: natural (NBO) charge in e.
Positions of all 20 atoms, in Å:
C: 0.67 -2.54 -1.00  -0.107
O: -0.54 -1.78 -0.74  -0.731
C: 1.90 -1.68 -0.96  -0.223
C: 2.96 -2.01 -0.23  -0.358
H: 0.58 -2.98 -2.00  0.177
H: 0.75 -3.31 -0.24  0.187
H: -1.04 -1.84 -1.55  0.483
H: 1.94 -0.83 -1.63  0.213
H: 3.80 -1.33 -0.12  0.204
H: 3.11 -2.98 0.23  0.192
C: -2.35 3.17 1.27  -0.637
C: -1.05 2.39 1.14  -0.295
C: -0.94 1.36 0.30  0.134
O: 0.21 0.63 0.24  -0.716
H: -2.10 4.11 1.77  0.209
H: -2.80 3.43 0.31  0.209
H: -3.06 2.68 1.93  0.208
H: -0.26 2.64 1.82  0.202
H: -1.75 1.12 -0.38  0.151
H: -0.01 -0.25 -0.17  0.501

Computed properties:
Kohn-Sham gap = 8.584 eV
SMILES = C/C=C/O.C=CCO
HOMO = -8.00 eV

B:
A 2-piece molecular cluster, C6H12O2 overall. Source: OMol25; level of theory: wB97M-V/def2-TZVPD.

Last column: natural (NBO) charge in e.
Positions of all 20 atoms, in Å:
C: 1.50 -0.44 0.77  -0.327
C: 2.35 -0.88 -0.41  -0.606
C: 1.31 1.07 0.81  -0.609
H: 2.00 -0.76 1.70  0.215
H: -1.09 0.54 -0.06  0.100
H: 2.25 1.57 1.02  0.222
H: 3.35 -0.42 -0.36  0.210
H: 1.89 -0.60 -1.36  0.214
H: 2.50 -1.96 -0.40  0.220
H: 0.95 1.44 -0.16  0.206
H: 0.57 1.36 1.57  0.219
C: -2.89 0.48 -1.38  -0.730
C: -2.23 0.65 -0.06  0.450
C: 0.13 -1.19 0.80  0.440
O: -2.82 0.88 0.99  -0.533
O: -0.29 -1.88 -0.12  -0.536
H: -0.35 -1.19 1.79  0.128
H: -3.72 -0.22 -1.31  0.246
H: -2.16 0.10 -2.10  0.224
H: -3.25 1.46 -1.73  0.244

Computed properties:
Kohn-Sham gap = 10.725 eV
SMILES = CC(C)C=O.CC=O
HOMO = -9.87 eV

C:
A single C6H12O2 molecule. Source: OMol25; level of theory: wB97M-V/def2-TZVPD.

Last column: natural (NBO) charge in e.
Positions of all 20 atoms, in Å:
O: 0.04 0.65 -3.30  -0.588
C: 0.37 -0.09 -2.42  0.796
O: 1.65 -0.46 -2.20  -0.696
C: -0.58 -0.78 -1.47  -0.515
C: -0.13 -0.90 -0.02  -0.396
C: -0.27 0.43 0.76  -0.224
C: 1.07 0.84 1.35  -0.601
C: -1.29 0.30 1.91  -0.599
H: 2.24 -0.06 -2.85  0.498
H: -0.90 -1.73 -1.92  0.241
H: -1.49 -0.19 -1.51  0.229
H: 0.91 -1.21 0.03  0.219
H: -0.70 -1.68 0.47  0.209
H: -0.63 1.23 0.12  0.196
H: 1.00 1.71 2.00  0.207
H: 1.53 0.02 1.90  0.202
H: 1.77 1.13 0.57  0.209
H: -0.78 -0.05 2.81  0.203
H: -2.07 -0.42 1.65  0.202
H: -1.75 1.26 2.13  0.209

Computed properties:
Kohn-Sham gap = 11.184 eV
SMILES = CC(C)CCC(=O)O
HOMO = -10.42 eV

It is A that is the least stable of them.

A:
A 2-piece molecular cluster, C2H10N4 overall. Source: OMol25; level of theory: wB97M-V/def2-TZVPD.

Last column: natural (NBO) charge in e.
Positions of all 16 atoms, in Å:
N: -1.86 0.50 -0.15  -0.925
C: -1.49 1.21 -1.38  -0.031
N: -0.38 2.28 -1.11  -0.844
H: -2.71 0.39 0.42  0.405
H: -0.94 0.17 0.31  0.371
H: -2.21 1.66 -1.94  0.189
H: -0.94 0.46 -1.98  0.161
H: 0.41 1.71 -0.77  0.323
H: -0.43 2.78 -0.22  0.351
N: 1.16 -2.43 0.54  -0.795
C: 1.56 -1.20 0.87  0.254
N: 1.43 -0.89 2.14  -0.729
H: 1.14 -3.09 1.33  0.399
H: 1.40 -2.83 -0.33  0.383
H: 2.02 -0.71 0.00  0.158
H: 1.83 0.00 2.27  0.331

Computed properties:
Kohn-Sham gap = 9.339 eV
SMILES = [H]/N=C/N.NCN
HOMO = -8.51 eV

B:
A 2-piece molecular cluster, C2H10N4 overall. Source: OMol25; level of theory: wB97M-V/def2-TZVPD.

Last column: natural (NBO) charge in e.
Positions of all 16 atoms, in Å:
N: -1.88 -2.57 -0.88  -0.880
C: -0.64 -1.91 -1.36  -0.050
N: -0.92 -1.00 -2.45  -0.834
H: -2.50 -1.94 -0.39  0.353
H: -1.75 -3.41 -0.36  0.361
H: -0.28 -1.29 -0.53  0.157
H: 0.03 -2.69 -1.69  0.184
H: -1.07 -1.50 -3.32  0.355
H: -1.76 -0.46 -2.30  0.354
N: 1.08 1.49 2.35  -0.826
C: 1.61 2.48 1.51  0.274
N: 1.70 3.67 1.93  -0.690
H: 0.97 1.95 3.25  0.374
H: 1.65 0.69 2.55  0.375
H: 1.77 2.19 0.47  0.151
H: 1.99 4.30 1.22  0.342

Computed properties:
Kohn-Sham gap = 10.106 eV
SMILES = [H]/N=C/N.NCN
HOMO = -9.17 eV

C:
A single C2H10N4 molecule. Source: OMol25; level of theory: wB97M-V/def2-TZVPD.

Last column: natural (NBO) charge in e.
Positions of all 16 atoms, in Å:
C: -1.59 -0.15 -0.01  -0.075
C: 0.57 -1.57 -0.42  -0.453
N: 0.37 1.23 -0.03  -0.394
N: -0.65 0.70 0.78  -0.471
N: -0.94 -1.06 -0.91  -0.630
N: 1.51 1.65 0.67  -0.680
H: 0.44 1.10 -1.04  0.366
H: -0.20 0.09 1.47  0.317
H: -0.78 -0.60 -1.80  0.342
H: 1.41 1.55 1.68  0.354
H: 1.66 2.65 0.53  0.346
H: -2.19 -0.69 0.72  0.184
H: -2.26 0.53 -0.56  0.187
H: 1.50 -1.00 -0.45  0.210
H: 0.73 -2.35 -1.17  0.204
H: 0.42 -2.07 0.54  0.194

Computed properties:
Kohn-Sham gap = 8.049 eV
SMILES = CNCNNN
HOMO = -6.92 eV

It is C that is the least stable of them.